A 5-piece molecular cluster, C16H24ClO12 overall. Source: the OMol25 dataset; level of theory: ωB97M-V/def2-TZVPD.

Output
Total charge: -1
Kohn-Sham gap in eV: 9.60
LUMO level in eV: 2.50
E_tot in hartree: -1986.98430
Relative energy (zero: lowest compared OMol25 entry of this formula, charge and spin) in kcal/mol: 31.5
2S+1: 1

Last column: Löwdin charge in e.
Cartesian coordinates (Å):
Cl: -0.54379 1.22292 -0.60472  0.608
O: -1.56034 1.57671 0.34317  -0.373
O: -0.38510 -0.21430 -0.58027  -0.392
O: -0.87181 1.70429 -1.93568  -0.372
O: 0.67737 1.81928 -0.21994  -0.364
O: 1.78484 3.44255 5.90033  0.055
C: 1.41485 3.98379 4.83496  -0.439
O: 0.71044 3.29091 3.91588  0.030
C: 0.50650 3.96007 2.66994  -0.134
C: 0.89099 5.42332 2.98489  -0.151
C: 1.77500 5.31945 4.21914  -0.091
H: -0.49891 3.94749 2.24911  0.125
H: 1.13676 3.53040 1.89131  0.117
H: -0.00080 6.02750 3.15152  0.109
H: 1.46517 5.89920 2.18993  0.109
H: 1.64869 6.13143 4.93526  0.121
H: 2.83373 5.17567 4.00346  0.129
O: -2.50927 0.79831 -7.26408  0.059
C: -1.77264 0.15459 -6.48557  -0.425
O: -0.70911 -0.52241 -7.02191  0.001
C: 0.29476 -0.69492 -6.05207  -0.184
C: -0.09316 0.05418 -4.77216  -0.124
C: -1.64380 0.16449 -4.98689  -0.073
H: 1.19193 -0.22856 -6.45911  0.123
H: 0.42697 -1.74635 -5.79687  0.123
H: 0.30389 1.05102 -4.58041  0.115
H: 0.03740 -0.51653 -3.85274  0.106
H: -2.22697 1.00695 -4.61502  0.126
H: -2.12109 -0.73606 -4.60048  0.127
O: 4.50739 -3.87989 2.61675  0.131
C: 3.65351 -3.39577 1.94113  -0.474
O: 2.52527 -2.76204 2.45280  0.037
C: 1.62733 -2.50937 1.45700  -0.234
C: 2.53062 -2.21682 0.31206  -0.144
C: 3.48982 -3.43252 0.49959  -0.086
H: 1.01029 -1.62010 1.58562  0.129
H: 0.91898 -3.32088 1.29025  0.130
H: 3.10108 -1.28807 0.32176  0.128
H: 2.05696 -2.21551 -0.66964  0.114
H: 4.40000 -3.28395 -0.08143  0.126
H: 2.97338 -4.31456 0.12092  0.133
O: -2.07343 -4.10330 2.90253  0.071
C: -2.44059 -3.15114 2.21856  -0.497
O: -2.94738 -2.03766 2.69305  0.043
C: -3.17948 -1.08882 1.66013  -0.145
C: -3.45067 -1.98433 0.46329  -0.165
C: -2.44403 -3.09194 0.69670  -0.067
H: -2.26790 -0.49751 1.57371  0.109
H: -4.02482 -0.43172 1.86442  0.131
H: -3.31007 -1.34329 -0.40699  0.114
H: -4.48337 -2.31547 0.35378  0.114
H: -1.46527 -2.73065 0.38111  0.116
H: -2.87012 -4.01001 0.29212  0.124

=====

A 2-piece molecular cluster, CH3NO4 overall. Source: the OMol25 dataset; level of theory: ωB97M-V/def2-TZVPD.

Output
Total charge: 0
Kohn-Sham gap in eV: 11.07
Structure (SMILES): O=[N+]([O-])O.C=O
LUMO level in eV: -0.22
E_tot in hartree: -395.44526
Relative energy (zero: lowest compared OMol25 entry of this formula, charge and spin) in kcal/mol: 66.9
2S+1: 1

Last column: Löwdin charge in e.
Cartesian coordinates (Å):
O: 1.38960 -0.56881 4.25366  0.135
N: 0.89721 -0.74239 3.20262  -0.465
O: -0.22601 -1.17465 2.95469  0.083
O: 1.72179 -0.32037 2.19159  0.107
H: 1.32323 -0.39743 1.32798  0.043
C: 0.23675 0.71266 -0.46508  -0.103
O: 0.32306 -0.46180 -0.21911  0.000
H: -0.64691 1.13924 -0.86890  0.067
H: 0.91552 1.57564 0.02940  0.133

=====

A 12-piece molecular cluster, C78H178F6N10O12S2 overall. Source: the OMol25 dataset; level of theory: ωB97M-V/def2-TZVPD.

Output
Total charge: +8
Kohn-Sham gap in eV: 8.34
LUMO level in eV: -11.96
E_tot in hartree: -5921.56729
2S+1: 1

Last column: Löwdin charge in e.
Cartesian coordinates (Å):
C: 17.86332 22.43794 11.89604  -0.096
O: 18.73531 21.35292 11.86860  -0.198
C: 20.03540 21.71172 11.51953  -0.197
C: 20.84401 20.43513 11.48335  -0.077
N: 20.62766 19.70189 12.76344  0.043
H: 21.00813 20.17452 13.56552  0.074
H: 19.61057 19.78481 12.94088  0.155
C: 21.04822 18.26479 12.65119  -0.073
C: 20.52398 17.45747 13.85544  -0.148
O: 19.25921 18.07072 14.24152  -0.217
C: 18.59092 17.30682 15.20389  -0.104
H: 17.70867 22.79394 10.85608  0.112
H: 18.26841 23.27053 12.44764  0.083
H: 16.85530 22.14571 12.25301  0.097
H: 20.46271 22.40498 12.26278  0.135
H: 20.07595 22.11370 10.50396  0.150
H: 21.90970 20.55160 11.38814  0.128
H: 20.55523 19.75068 10.69834  0.139
H: 22.14743 18.25777 12.60256  0.143
H: 20.70763 17.84701 11.68078  0.147
H: 21.33083 17.49315 14.60635  0.116
H: 20.30871 16.44222 13.55287  0.125
H: 17.55963 17.62195 15.37316  0.088
H: 19.19382 17.24818 16.10147  0.078
H: 18.48484 16.33762 14.73432  0.089
C: 31.89298 18.42533 28.01034  -0.038
O: 30.91894 18.31154 26.95233  -0.225
C: 30.78228 17.04841 26.32356  -0.167
C: 30.29784 17.40017 24.86974  -0.050
N: 29.30887 18.57358 25.01906  0.055
H: 28.66640 18.37966 25.79228  0.174
H: 29.89346 19.39832 25.24504  0.177
C: 28.44468 18.86680 23.78319  -0.069
C: 27.39856 19.96624 24.13704  -0.168
O: 28.15231 21.07908 24.75303  -0.198
C: 27.34772 22.30149 24.76753  -0.071
H: 31.66109 17.86337 28.90149  0.090
H: 31.96064 19.48582 28.24748  0.102
H: 32.84797 17.97758 27.71072  0.102
H: 29.92988 16.56724 26.80376  0.128
H: 31.67082 16.43208 26.22015  0.143
H: 29.70003 16.53079 24.56978  0.131
H: 31.07926 17.63451 24.19282  0.128
H: 27.99758 17.91277 23.52377  0.125
H: 29.08508 19.13710 22.98263  0.125
H: 26.72683 19.66231 24.95183  0.121
H: 26.80999 20.22177 23.23281  0.122
H: 26.56950 22.27447 23.98664  0.070
H: 28.02489 23.14456 24.58062  0.100
H: 26.76554 22.51444 25.67716  0.091
C: 14.07496 26.73889 18.14249  -0.070
O: 15.12961 27.65338 17.77499  -0.211
C: 14.80260 28.43284 16.64952  -0.208
C: 14.64280 29.88327 17.03292  -0.085
N: 15.93467 30.58273 17.11190  0.050
H: 16.58099 30.23905 16.35376  0.191
H: 15.84248 31.59816 16.91918  0.203
C: 16.75721 30.37763 18.31772  -0.115
C: 17.96422 31.23510 18.20523  -0.206
O: 18.42991 31.14499 16.87797  -0.199
C: 18.74553 32.33572 16.24248  -0.086
H: 13.12574 27.19341 18.35481  0.091
H: 14.40742 26.23393 19.02030  0.070
H: 13.86457 26.07934 17.28287  0.098
H: 13.89090 28.07690 16.22875  0.123
H: 15.63839 28.21281 15.97998  0.141
H: 14.11497 29.86969 18.00052  0.157
H: 13.94931 30.34246 16.33048  0.152
H: 17.07080 29.32663 18.22160  0.138
H: 16.16986 30.60076 19.22124  0.161
H: 18.62383 30.81352 18.97087  0.138
H: 17.75699 32.25298 18.52617  0.144
H: 17.84519 32.83733 15.80689  0.106
H: 19.43821 32.11435 15.40862  0.113
H: 19.16495 33.04110 16.96399  0.104
C: 25.46747 10.37465 21.30433  -0.042
C: 24.10744 10.97276 20.73086  -0.204
C: 24.52445 11.98580 19.70338  -0.109
N: 23.44360 13.07990 19.39022  -0.265
C: 23.25042 14.03528 20.49913  0.012
C: 22.11896 12.42156 18.96840  -0.066
C: 21.39213 13.41116 18.02080  -0.142
C: 22.43221 14.43634 17.62358  -0.149
C: 23.76666 13.91392 18.21245  -0.125
H: 25.97209 11.00639 21.99719  0.069
H: 26.10327 10.21741 20.43808  0.083
H: 25.20852 9.43493 21.74606  0.080
H: 23.48961 11.33804 21.51617  0.095
H: 23.54298 10.16379 20.22262  0.129
H: 24.71784 11.51963 18.72990  0.146
H: 25.37498 12.59939 20.02153  0.137
H: 22.79226 14.90714 20.08670  0.085
H: 24.22518 14.29786 20.90963  0.116
H: 22.59468 13.61936 21.28482  0.122
H: 21.51145 12.04023 19.80731  0.145
H: 22.30462 11.49359 18.42366  0.141
H: 20.49594 13.84576 18.38527  0.101
H: 21.05912 12.90259 17.11903  0.122
H: 22.22419 15.41718 18.08375  0.103
H: 22.50268 14.55641 16.51672  0.133
H: 24.42501 14.74048 18.46115  0.137
H: 24.33476 13.30228 17.51622  0.142
C: 22.66138 21.98168 20.79115  -0.078
C: 22.09775 22.03435 19.35162  -0.195
C: 20.73932 21.29621 19.46481  -0.126
N: 19.87751 21.15474 18.21435  -0.213
C: 20.31246 19.88597 17.45829  0.052
C: 19.97973 22.46076 17.43822  -0.054
C: 18.69237 22.34391 16.51944  -0.106
C: 17.66019 21.50010 17.31894  -0.149
C: 18.39590 21.02442 18.53371  -0.118
H: 23.11664 21.01360 21.00039  0.078
H: 21.85858 22.16399 21.50553  0.056
H: 23.46566 22.66380 21.08359  0.065
H: 22.82064 21.51633 18.72045  0.089
H: 21.91043 23.04303 19.01205  0.092
H: 20.13606 21.84245 20.17210  0.074
H: 20.91512 20.27054 19.79292  0.140
H: 21.39171 19.82594 17.48394  0.090
H: 19.96890 19.95593 16.44164  0.085
H: 19.84213 18.99911 17.88410  0.105
H: 20.90674 22.47184 16.83216  0.115
H: 19.83608 23.21992 18.19560  0.129
H: 18.87533 21.96138 15.47983  0.118
H: 18.32747 23.35574 16.47073  0.102
H: 17.22095 20.66329 16.75968  0.110
H: 16.81276 22.11928 17.52243  0.097
H: 18.13581 20.00974 18.85360  0.135
H: 18.15567 21.59809 19.43593  0.103
C: 20.38178 16.73714 29.74261  -0.079
C: 20.02310 17.36705 28.42233  -0.250
C: 21.04129 18.39498 27.89653  -0.108
N: 20.67524 19.16832 26.59735  -0.221
C: 19.59918 20.17893 26.74132  -0.001
C: 21.99169 19.88513 26.12173  -0.073
C: 22.48144 19.07174 24.96232  -0.143
C: 21.19920 18.62808 24.28070  -0.143
C: 20.29234 18.23799 25.43432  -0.071
H: 20.50042 17.45380 30.53505  0.079
H: 21.23778 16.01696 29.65878  0.109
H: 19.45777 16.21389 30.04470  0.100
H: 19.02182 17.81929 28.39933  0.117
H: 20.00425 16.58878 27.61460  0.113
H: 21.98399 17.91560 27.68816  0.128
H: 21.21859 19.07846 28.74770  0.148
H: 19.83637 20.79849 27.59754  0.113
H: 18.66089 19.73228 27.05588  0.112
H: 19.55210 20.82099 25.87751  0.083
H: 21.67230 20.91335 25.98110  0.127
H: 22.63815 19.96609 26.97178  0.124
H: 23.00977 19.72479 24.26831  0.122
H: 22.98569 18.17154 25.27363  0.122
H: 20.73793 19.44726 23.73050  0.088
H: 21.33205 17.77363 23.58503  0.134
H: 19.23302 18.32564 25.34953  0.126
H: 20.47339 17.26259 25.83499  0.110
C: 10.40408 19.30898 23.18420  -0.039
C: 10.86744 20.35933 22.11738  -0.245
C: 12.12297 19.96761 21.51847  -0.194
N: 12.60584 20.76968 20.34785  -0.242
C: 12.58436 22.27820 20.65997  0.038
C: 11.66634 20.54357 19.12183  -0.035
C: 12.66596 19.95953 18.12804  -0.148
C: 13.99032 20.61528 18.43877  -0.156
C: 13.99171 20.42183 19.94618  -0.118
H: 11.03482 19.27281 24.05304  0.078
H: 10.39057 18.37799 22.63136  0.082
H: 9.42393 19.63359 23.53328  0.095
H: 11.06504 21.31629 22.60187  0.114
H: 10.00841 20.48541 21.41367  0.139
H: 12.02028 18.95984 21.09339  0.145
H: 12.89841 19.81890 22.25124  0.146
H: 13.21045 22.71590 19.89651  0.089
H: 13.03103 22.49614 21.64071  0.117
H: 11.55270 22.66332 20.63972  0.121
H: 11.28714 21.50054 18.72805  0.144
H: 10.84552 19.88762 19.44833  0.142
H: 12.40766 20.07596 17.10455  0.117
H: 12.78360 18.91058 18.37121  0.125
H: 13.96047 21.64999 18.10925  0.115
H: 14.83469 20.13131 17.99919  0.102
H: 14.65189 20.95039 20.60243  0.118
H: 14.12051 19.34338 20.07679  0.145
C: 14.84978 18.97624 13.57091  -0.083
C: 13.86710 17.85611 13.12490  -0.212
C: 14.10169 17.48174 11.63946  -0.146
N: 13.40980 16.24718 11.18359  -0.293
C: 11.92753 16.22379 11.40768  0.056
C: 13.64478 16.16358 9.68940  -0.115
C: 13.68174 14.72819 9.30618  -0.118
C: 13.74481 13.96305 10.62844  -0.131
C: 13.98547 14.97667 11.72029  -0.106
H: 15.89008 18.74558 13.41290  0.055
H: 14.67812 19.24471 14.62746  0.062
H: 14.52130 19.87253 12.99632  0.091
H: 12.81959 18.18215 13.24259  0.118
H: 13.94543 16.90513 13.63377  0.097
H: 15.16084 17.32459 11.52974  0.123
H: 13.80193 18.34374 11.01413  0.155
H: 11.58431 15.28676 10.94029  0.129
H: 11.43697 17.13656 11.02743  0.138
H: 11.85218 16.04431 12.46082  0.095
H: 12.96817 16.84292 9.15670  0.157
H: 14.61385 16.57993 9.51457  0.122
H: 12.90193 14.39540 8.66221  0.126
H: 14.64938 14.62762 8.77684  0.140
H: 12.85514 13.38242 10.81740  0.123
H: 14.59058 13.27362 10.66358  0.132
H: 13.49290 14.73251 12.68865  0.149
H: 15.04157 15.21562 11.88910  0.140
C: 28.13002 25.99805 14.51614  -0.074
C: 26.85327 25.33913 14.95852  -0.245
C: 26.35257 26.20089 16.08294  -0.099
N: 24.96013 25.77275 16.71790  -0.217
C: 24.63255 26.61490 17.99330  -0.084
C: 25.59344 26.27820 19.07494  -0.160
C: 25.70138 24.77306 19.50743  -0.132
C: 26.03103 23.91316 18.21487  -0.123
C: 25.01241 24.26207 17.11207  -0.110
C: 23.93134 26.01435 15.63245  0.023
H: 28.51112 25.56908 13.59767  0.091
H: 28.95671 25.85727 15.26330  0.114
H: 27.94430 27.05112 14.31690  0.091
H: 27.03325 24.31863 15.25323  0.107
H: 26.11711 25.26892 14.14592  0.120
H: 26.12854 27.16109 15.63851  0.132
H: 26.99997 26.30436 16.94485  0.118
H: 24.63885 27.61045 17.57114  0.136
H: 23.62076 26.35462 18.30694  0.129
H: 26.60792 26.49082 18.74909  0.109
H: 25.43380 26.85091 19.98705  0.130
H: 26.49332 24.61689 20.18924  0.098
H: 24.74560 24.42519 19.91332  0.090
H: 27.02235 24.16926 17.80159  0.121
H: 25.98340 22.84375 18.38165  0.115
H: 25.22074 23.74063 16.19281  0.092
H: 24.01953 23.90334 17.42162  0.118
H: 22.94144 25.79943 16.01859  0.103
H: 24.16327 25.44150 14.77381  0.069
H: 23.99219 27.08671 15.44362  0.115
C: 17.82433 24.29428 27.29533  -0.077
C: 17.71592 25.23921 26.10790  -0.226
C: 18.95577 25.01216 25.21598  -0.090
N: 18.97702 25.90232 23.89900  -0.225
C: 17.68466 25.74764 23.08461  -0.100
C: 17.79258 26.36501 21.69820  -0.162
C: 19.02686 25.94422 20.94030  -0.202
C: 20.30096 26.05860 21.74812  -0.162
C: 20.15104 25.30003 23.04455  -0.089
C: 19.20932 27.33139 24.27625  0.042
H: 16.94314 24.36060 27.96118  0.103
H: 18.70454 24.35628 27.92641  0.084
H: 17.81134 23.26810 26.87743  0.068
H: 17.54937 26.30015 26.37918  0.122
H: 16.87088 25.00002 25.50062  0.085
H: 18.89898 23.97463 24.86634  0.103
H: 19.87165 25.24220 25.73530  0.133
H: 17.48760 24.66262 22.95197  0.119
H: 16.84289 26.11824 23.64501  0.131
H: 16.88258 26.08159 21.12989  0.130
H: 17.67856 27.45157 21.79948  0.115
H: 18.97270 24.94379 20.58358  0.078
H: 19.11311 26.53866 20.01856  0.121
H: 21.10832 25.52454 21.21164  0.123
H: 20.57713 27.13670 21.90000  0.137
H: 19.92395 24.24396 22.95160  0.096
H: 21.02334 25.41023 23.70218  0.138
H: 18.55395 27.55748 25.12579  0.112
H: 18.99058 27.88502 23.37443  0.090
H: 20.27034 27.44922 24.52035  0.124
C: 17.19839 21.53507 23.44304  -0.640
F: 17.07770 22.71292 24.06252  0.120
F: 17.17259 20.54497 24.31242  0.150
F: 16.02279 21.32894 22.77166  0.088
S: 18.69792 21.50164 22.35406  0.480
O: 19.81355 21.73751 23.27527  -0.334
O: 18.67425 20.19715 21.70288  -0.303
O: 18.49833 22.63675 21.44650  -0.347
C: 23.86576 21.80355 13.97023  -0.707
F: 23.78375 23.12217 14.14129  0.130
F: 23.66413 21.51002 12.71172  0.181
F: 25.11107 21.48768 14.26972  0.153
S: 22.78953 20.93301 15.17212  0.526
O: 21.47733 21.50628 14.72171  -0.364
O: 22.79956 19.48321 14.96401  -0.292
O: 23.28370 21.38365 16.43777  -0.297